Computed, not measured: C33H30AgBN6O2S2 as an isolated structure, with wB97M-V/def2-TZVPD.

Structure (XYZ):
```
75
Properties=species:S:1:pos:R:3:forces:R:3
H 3.487215 -2.209628 -4.575284 -0.005 -0.014 0.080
H -1.635877 -5.474544 6.551503 -0.006 -0.007 0.016
H 3.025793 -3.567032 -2.554174 0.022 -0.025 0.010
H 3.709442 -0.916032 0.728773 0.016 0.026 0.024
C -0.436139 -2.953925 4.625120 0.022 0.043 -0.028
S 2.972002 -0.458712 -1.753862 -0.073 -0.056 0.024
C -0.638837 -3.493245 3.345489 0.062 -0.003 0.080
C 0.574416 1.536440 2.390617 -0.052 -0.030 -0.355
N -0.710548 2.571334 0.885894 0.320 -0.043 -0.153
C -0.790096 -3.659516 5.761405 0.004 0.021 0.037
H -2.219799 -3.874371 -2.997789 -0.012 0.043 0.028
H -1.075730 2.566581 3.230651 0.003 0.009 -0.017
C 1.675292 0.554578 -5.261988 -0.215 0.188 0.069
H -4.505531 7.092759 -0.447774 -0.005 0.003 0.004
H 1.353720 0.271293 -6.246904 0.010 0.005 -0.034
H -0.468585 2.038478 5.580615 0.007 -0.007 0.010
C -2.949652 4.246776 -1.488122 0.003 -0.098 -0.103
N 2.080999 1.529393 -3.345154 0.065 0.005 0.000
H 4.172893 -0.457648 2.390334 0.001 -0.018 -0.008
H 2.885625 -0.215797 4.157686 0.002 -0.006 0.033
B 2.321987 -1.905210 -4.728482 -0.066 0.004 0.064
C 0.004351 -2.033566 1.236643 0.016 0.152 -0.308
Ag 0.341490 -0.568129 -0.240062 0.153 -0.212 0.021
H -2.009092 -6.454789 4.302677 -0.003 -0.008 0.018
H 0.000926 -1.965575 4.699237 -0.005 0.006 0.008
C 1.967433 -3.517825 -2.726587 0.049 -0.023 0.194
N -0.212608 -3.558911 -2.615063 -0.187 0.001 -0.109
C -1.211248 -4.768575 3.262227 0.000 -0.010 -0.084
C -1.553705 -3.798760 -2.139894 0.086 -0.027 -0.015
H 1.961573 -2.054935 -5.872631 -0.003 0.018 -0.031
O -0.378853 1.009319 -1.690248 0.032 0.037 0.383
C 2.210503 2.515397 -2.296445 0.005 -0.018 -0.071
C 2.032309 0.417047 3.961452 -0.008 0.025 -0.106
C -1.358098 -4.923729 5.661328 -0.008 -0.030 0.012
N 0.217629 1.727217 1.014768 -0.262 0.203 0.150
C -3.785116 5.373343 -1.503717 -0.019 0.055 0.022
C -3.861192 6.222312 -0.425332 0.013 -0.033 -0.009
C 1.655292 1.756039 -4.635795 -0.078 -0.088 -0.134
C -3.079931 5.938074 0.704468 0.001 0.071 0.066
S -1.012529 -2.101292 -4.766184 -0.039 0.017 -0.013
C 0.149809 1.683840 4.764994 -0.003 0.004 -0.013
C -0.185701 1.995228 3.454528 -0.078 -0.045 0.103
H -3.519511 3.566333 -3.469207 0.018 -0.011 -0.013
H -4.373923 5.563652 -2.395524 -0.006 -0.002 -0.005
O 2.456151 0.394138 1.582475 -0.045 0.065 -0.012
C -1.158040 1.976635 -1.502680 -0.088 -0.090 -0.532
C -1.279228 2.805793 -0.347424 0.055 0.000 0.396
H -0.622807 -3.213447 6.735260 -0.007 -0.014 0.016
N 1.463656 -2.759714 -3.754491 -0.235 -0.048 -0.212
C 3.336305 -0.704401 1.726818 -0.050 -0.063 0.019
N 2.105576 -0.393977 -4.369953 0.247 -0.080 -0.147
H 1.323893 2.725406 -4.961235 -0.003 0.019 -0.028
H 1.512010 0.605356 6.027942 -0.006 0.007 0.000
C 0.108160 -2.798479 -3.698119 0.090 0.061 -0.060
C -0.273181 -2.751245 2.185578 -0.022 -0.009 0.032
C 2.367765 0.211644 -3.197454 0.033 0.040 0.284
H -1.876837 -2.983946 -1.491707 -0.057 0.022 0.005
H -1.994780 1.608204 -3.450888 0.003 0.007 -0.026
H -1.648430 4.643098 1.611794 0.003 0.008 0.022
H -3.116778 6.597598 1.565412 -0.017 -0.003 -0.016
C 1.253004 0.884148 5.012608 0.048 -0.034 0.058
H 1.674076 3.411785 -2.606485 -0.003 0.011 0.026
C -1.565554 -5.470487 4.401604 -0.019 -0.042 0.031
H -1.557865 -4.729995 -1.572518 -0.012 0.023 0.011
C -2.253739 4.841981 0.739682 0.024 -0.084 -0.026
C -2.880605 3.359747 -2.615214 0.015 -0.019 0.008
C -2.056990 2.296599 -2.616327 0.020 0.040 0.051
H 0.911196 -4.592500 -1.103970 0.016 0.029 0.044
H 1.776432 2.125534 -1.378841 -0.013 -0.011 0.035
C -2.160645 3.948636 -0.355394 -0.070 0.120 -0.023
H 3.262682 2.749441 -2.119817 -0.008 0.009 0.008
H -1.375081 -5.195597 2.281045 -0.002 -0.004 -0.001
H 2.789412 -1.574791 2.100376 0.034 0.002 0.026
C 1.713186 0.754849 2.647787 0.069 -0.004 0.123
C 0.938688 -4.015679 -2.010086 0.222 -0.080 0.044
```
Forces are in eV/Å.

Computed properties:
LUMO energy = 4.36 eV
net charge = -2
maximum force = 0.5 eV Å⁻¹
relative energy (zero: lowest compared OMol25 entry of this formula, charge and spin) = 0.00 kJ/mol